14
Properties=species:S:1:pos:R:3:forces:R:3:lowdin_charge:R:1 method="wB97M-V/def2-TZVPD" e_above_lowest_kcal_mol=3.05 homo_ev=0.434 largest_force_ev_per_a=1.1 spin_multiplicity=1 total_charge=-2 lumo_energy_ha=0.225 total_energy_ev=-18169.3255 gap_ev=5.68
C -0.64240 -0.01828 -0.87114 -0.142 -0.196 0.254 -0.44
O -0.33434 -0.27630 -2.18876 0.318 0.191 -0.563 -0.28
C 0.50877 -0.32683 0.10125 -0.125 -0.795 -0.703 -0.33
C 0.19203 0.05598 1.53259 0.391 0.543 0.111 -0.82
S 1.45050 -0.31840 2.82471 -0.069 -0.197 -0.020 -0.08
H -0.96439 1.02425 -0.68236 -0.022 0.093 -0.193 0.10
H -1.49377 -0.65309 -0.52391 -0.074 0.138 -0.017 0.09
H 1.40960 0.13484 -0.29091 0.234 0.471 0.176 0.08
H 0.71823 -1.40232 -0.02798 -0.089 0.085 0.408 0.09
H -0.78268 -0.35733 1.80000 -0.032 -0.166 0.100 0.03
H 0.06923 1.14701 1.54634 -0.140 -0.059 -0.029 0.02
H -0.94929 0.44640 -3.01235 -0.497 -0.048 0.782 -0.02
H -2.34534 0.29596 -3.85513 -0.048 0.140 -0.003 -0.07
O -1.78622 1.05183 -3.64316 0.296 -0.201 -0.302 -0.35